(1)
ORCA calculation (wB97M-V/def2-TZVPD) on C5H9NO as an isolated structure at a distorted geometry.

Last column: Mulliken charge in e.
Element x y z (Å)
C1 1.15 -2.08 -1.21  -1.0804
C2 -1.93 -0.73 0.57  -0.9532
C3 0.12 2.50 0.34  -1.1121
C4 0.38 -1.09 -0.47  0.3537
C5 -0.63 -0.51 -0.08  -0.0058
N1 1.59 1.97 1.41  0.0838
O1 2.14 1.00 1.07  -0.1775
H1 1.65 -2.83 -0.60  0.2814
H2 0.56 -2.60 -1.96  0.2983
H3 1.98 -1.62 -1.76  0.2879
H4 -2.73 -0.21 0.04  0.2801
H5 -2.22 -1.78 0.54  0.3158
H6 0.90 2.69 -0.41  0.4077
H7 -0.45 2.82 1.21  0.3941
H8 -0.61 2.97 -0.33  0.3610
H9 -1.89 -0.50 1.64  0.2653

Output
HOMO energy (alpha / beta): -8.58 / -7.80 eV
total charge: 0
frontier orbital gap (alpha / beta): 9.18 / 7.50 eV
E_tot: -325.56900 Eh

=====

(2)
ORCA calculation (wB97M-V/def2-TZVPD) on C6H16AgF2NO10S2 as an isolated structure at a distorted geometry.

Last column: Mulliken charge in e.
Element x y z (Å)
Ag1 -0.67 -0.44 -0.14  0.9573
O1 1.23 0.15 1.22  -0.1720
C1 1.73 1.12 2.02  -0.3690
C2 3.15 0.95 2.78  -0.4392
O2 3.65 -0.27 3.04  -0.8203
H1 1.04 1.14 2.88  0.2027
H2 1.64 2.14 1.61  0.1294
H3 3.03 1.48 3.75  0.2264
H4 3.86 1.45 2.10  0.1405
O3 0.60 -2.50 -0.01  -0.7950
C3 0.62 -3.11 -1.26  -0.4941
C4 -0.41 -2.65 -2.29  -0.5868
O4 -0.93 -1.33 -2.35  -0.8362
H5 0.52 -4.20 -1.03  0.2571
H6 1.66 -3.07 -1.67  0.1773
H7 -1.32 -3.28 -2.21  0.1837
H8 -0.10 -2.90 -3.33  0.3344
N1 -2.50 -0.59 0.99  0.0860
S1 -3.23 0.40 1.98  0.8806
O5 -3.04 0.23 3.40  -0.6292
O6 -4.50 0.93 1.52  -0.6369
F1 -2.25 1.70 1.65  -0.3305
S2 -3.52 -1.96 1.40  0.9017
O7 -4.91 -1.85 1.03  -0.6079
O8 -3.13 -2.79 2.53  -0.6043
F2 -2.90 -2.89 0.26  -0.2304
C5 2.42 1.34 -2.05  -0.2293
O9 2.60 0.76 -3.32  -0.5757
H9 2.12 2.39 -2.03  0.2296
H10 1.64 0.81 -1.49  0.0209
H11 3.34 1.24 -1.44  0.2597
H12 2.79 -0.17 -3.19  0.3317
C6 -0.62 2.87 -0.83  -0.7266
O10 -0.87 1.55 -1.27  -0.1821
H13 -0.07 2.91 0.11  0.1057
H14 -0.10 3.46 -1.59  0.3296
H15 -1.56 3.39 -0.59  0.3167
H16 -1.04 1.58 -2.21  0.1946

Output
HOMO energy (alpha / beta): 2.79 / 2.82 eV
total charge: -3
spin multiplicity: 2
frontier orbital gap (alpha / beta): 4.11 / 4.07 eV
E_tot: -2188.03156 Eh

=====

(3)
ORCA calculation (wB97M-V/def2-TZVPD) on C29H33N6O2RuS4 as an isolated structure at a distorted geometry.

Last column: Mulliken charge in e.
Element x y z (Å)
Ru1 0.94 -0.84 0.65  0.5566
C1 0.99 -1.56 -3.01  -0.9888
C2 2.47 -1.30 -2.80  -0.9963
S1 2.89 -0.21 -1.39  0.1523
C3 4.42 -1.09 -0.80  -0.2756
C4 4.76 -0.65 0.61  -1.0069
S2 3.50 -1.04 1.87  0.2318
C5 3.84 -2.80 2.28  -1.0220
C6 3.38 -3.84 1.28  -0.7929
S3 1.60 -3.65 0.87  0.1540
C7 1.62 -4.30 -0.85  -0.5288
C8 0.34 -3.95 -1.57  -1.1103
S4 -0.03 -2.14 -1.61  0.2378
H1 0.87 -2.30 -3.80  0.7911
H2 0.51 -0.63 -3.32  0.3202
H3 2.83 -0.77 -3.69  0.5485
H4 3.04 -2.22 -2.69  0.5757
H5 5.23 -0.82 -1.47  0.4942
H6 4.25 -2.16 -0.85  -0.0877
H7 4.86 0.44 0.66  0.4650
H8 5.71 -1.09 0.94  0.5423
H9 3.34 -2.94 3.24  0.4326
H10 4.92 -2.89 2.45  0.5307
H11 3.51 -4.83 1.70  0.5200
H12 3.95 -3.77 0.35  0.4056
H13 1.73 -5.38 -0.78  0.5084
H14 2.49 -3.88 -1.36  0.1751
H15 -0.53 -4.39 -1.07  0.3881
H16 0.37 -4.29 -2.60  0.5531
N1 -0.82 -1.08 4.63  -0.0875
C9 -1.07 -2.40 4.46  -0.9374
C10 -0.57 -2.74 3.23  -0.5721
N2 -0.02 -1.63 2.66  0.7355
C11 -0.19 -0.64 3.52  -0.1370
C12 0.29 0.69 3.27  -0.2599
N3 1.01 1.01 2.20  0.5951
C13 1.30 2.33 2.30  -0.6552
C14 0.77 2.82 3.46  -0.6395
N4 0.14 1.78 4.06  -0.0703
H17 -1.07 -0.54 5.44  0.2022
H18 -1.56 -3.00 5.20  0.4270
H19 -0.57 -3.69 2.74  0.5660
H20 1.89 2.83 1.55  0.4830
H21 0.79 3.80 3.89  0.4771
H22 -0.37 1.83 4.93  0.1978
O1 1.33 1.49 -2.68  -0.6790
C15 0.35 1.54 -1.96  -0.4810
N5 -0.76 2.30 -2.11  0.0222
C16 -1.83 1.92 -1.19  3.9914
C17 -1.06 0.87 -0.35  -0.4982
O2 -1.45 0.20 0.60  -0.8285
N6 0.17 0.76 -0.83  0.2928
C18 -2.27 3.07 -0.33  -0.4734
C19 -1.33 4.01 0.10  -0.2908
C20 -1.74 5.15 0.76  -1.0049
C21 -3.09 5.37 1.00  -0.5115
C22 -4.02 4.41 0.62  -0.9479
C23 -3.61 3.26 -0.02  -0.2993
C24 -2.93 1.30 -2.04  -0.5348
C25 -3.08 -0.07 -2.15  -0.1151
C26 -3.95 -0.60 -3.10  -1.1358
C27 -4.66 0.24 -3.94  -0.5463
C28 -4.54 1.62 -3.80  -0.9709
C29 -3.67 2.15 -2.87  -0.1337
H23 -0.92 2.89 -2.91  0.2987
H24 -0.27 3.85 -0.10  0.4333
H25 -1.02 5.89 1.08  0.4664
H26 -3.41 6.27 1.50  0.4509
H27 -5.07 4.58 0.81  0.4520
H28 -4.34 2.51 -0.29  0.5994
H29 -2.54 -0.74 -1.50  0.4864
H30 -4.05 -1.67 -3.18  0.4645
H31 -5.31 -0.17 -4.69  0.4391
H32 -5.12 2.28 -4.43  0.4309
H33 -3.57 3.22 -2.78  0.5247

Output
HOMO energy (alpha / beta): -13.16 / -13.16 eV
total charge: +2
spin multiplicity: 2
frontier orbital gap (alpha / beta): 5.40 / 6.22 eV
E_tot: -3291.05297 Eh

=====

(4)
ORCA calculation (wB97M-V/def2-TZVPD) on a 8-piece molecular cluster, C8H16Cl16 overall at a distorted geometry.

Last column: Mulliken charge in e.
Element x y z (Å)
Cl1 -2.26 2.28 2.00  -0.0673
C1 -3.15 0.94 2.77  -0.3201
Cl2 -3.16 1.18 4.56  -0.1469
H1 -4.12 0.99 2.29  0.3870
H2 -2.60 0.02 2.60  0.1303
Cl3 -0.81 -1.80 6.42  -0.1447
C2 0.28 -1.95 5.04  -0.2855
Cl4 0.13 -0.43 4.11  -0.0878
H3 1.30 -2.09 5.41  0.2953
H4 0.05 -2.84 4.46  0.2477
Cl5 1.55 3.84 -4.02  -0.1547
C3 1.86 2.44 -2.99  0.5169
Cl6 3.55 2.44 -2.46  -0.1696
H5 1.25 2.50 -2.08  -0.3398
H6 1.71 1.52 -3.56  0.1462
Cl7 1.94 -3.18 -4.90  -0.1434
C4 0.41 -2.79 -4.11  -0.4088
Cl8 0.53 -1.54 -2.85  -0.0576
H7 -0.33 -2.44 -4.83  0.2962
H8 0.01 -3.69 -3.64  0.3212
Cl9 6.01 -1.59 0.93  -0.1405
C5 5.16 -2.90 1.74  0.0376
Cl10 5.57 -4.46 1.01  -0.1595
H9 5.31 -2.88 2.82  0.2934
H10 4.09 -2.76 1.56  -0.0326
Cl11 0.30 1.34 0.08  -0.0701
C6 0.15 -0.37 0.64  0.1359
Cl12 1.82 -0.92 1.02  -0.1110
H11 -0.52 -0.45 1.49  -0.1213
H12 -0.20 -0.99 -0.18  0.1290
Cl13 -4.74 -0.85 -2.68  -0.1640
C7 -3.24 -0.18 -2.02  0.1348
Cl14 -3.07 -0.35 -0.25  -0.0873
H13 -2.35 -0.56 -2.52  0.0483
H14 -3.25 0.90 -2.20  0.0957
Cl15 -3.27 4.49 -1.98  -0.1729
C8 -1.84 4.20 -1.03  0.3698
Cl16 -0.55 5.37 -1.51  -0.1680
H15 -2.10 4.35 0.02  0.1260
H16 -1.43 3.20 -1.17  -0.1582

Output
SMILES: ClCCl.ClCCl.ClCCl.ClCCl.ClCCl.ClCCl.ClCCl.ClCCl
HOMO energy: -10.68 eV
total charge: 0
frontier orbital gap: 10.75 eV
E_tot: -7677.44715 Eh

=====

(5)
ORCA calculation (wB97M-V/def2-TZVPD) on a 2-piece molecular cluster, H3OS overall.

Last column: Mulliken charge in e.
Element x y z (Å)
S1 0.75 -0.97 1.60  -0.8624
H1 -0.47 -1.13 1.03  -0.0941
H2 0.60 0.99 -1.05  0.3321
H3 -0.54 0.27 -0.42  0.2570
O1 -0.35 0.85 -1.17  -0.6326

Output
HOMO energy: -2.74 eV
total charge: -1
frontier orbital gap: 7.41 eV
E_tot: -475.26321 Eh

=====

(6)
ORCA calculation (wB97M-V/def2-TZVPD) on a 7-piece molecular cluster, C28H37N6O12 overall at a distorted geometry.

Last column: Mulliken charge in e.
Element x y z (Å)
C1 -1.24 1.31 -0.12  0.5073
O1 -0.25 1.91 0.36  -0.6164
O2 -1.40 -0.03 0.08  0.1264
O3 -2.27 1.97 -0.48  -0.7942
H1 -0.59 -0.15 0.40  -0.1754
C2 1.31 3.43 3.47  -0.1465
C3 1.85 3.18 4.87  -0.4458
C4 2.48 4.34 5.75  -0.5321
C5 2.76 5.65 4.94  0.1402
C6 2.22 5.77 3.55  -0.2273
C7 1.56 4.68 2.85  -0.3698
N1 3.46 6.76 5.59  0.8676
O4 3.54 7.78 4.92  -0.5655
O5 4.19 6.57 6.58  -0.5489
H2 1.07 2.63 2.76  0.2951
H3 1.51 2.25 5.32  0.4066
H4 2.70 4.14 6.81  0.3470
H5 2.31 6.81 3.10  0.3058
H6 0.99 4.78 1.91  0.4492
C8 -1.73 -3.07 3.35  -0.6166
C9 -0.58 -2.79 2.34  -0.0734
C10 0.39 -3.89 2.05  -0.3450
C11 0.23 -5.29 2.85  -0.0436
C12 -1.00 -5.55 3.74  -0.6153
C13 -1.88 -4.35 3.86  -0.0830
N2 1.20 -6.33 2.60  0.9035
O6 1.21 -7.35 3.31  -0.6015
O7 1.88 -6.23 1.56  -0.5470
H7 -2.72 -2.33 3.59  0.1990
H8 -0.62 -1.85 1.81  0.5862
H9 1.20 -3.75 1.27  0.6316
H10 -1.21 -6.61 4.17  0.3352
H11 -2.76 -4.37 4.59  0.2404
C14 -1.62 0.11 -3.51  -0.5425
C15 -2.39 0.53 -4.84  -1.0226
C16 -2.24 -0.40 -6.11  -0.4008
C17 -1.11 -1.45 -6.15  0.0059
C18 -0.29 -1.70 -4.87  -0.6547
C19 -0.72 -0.94 -3.55  -0.3919
N3 -1.04 -2.47 -7.23  0.8808
O8 -1.86 -2.35 -8.16  -0.5768
O9 -0.40 -3.48 -7.03  -0.5422
H12 -1.87 0.61 -2.71  0.9217
H13 -3.17 1.14 -4.81  0.5924
H14 -2.94 -0.37 -6.92  0.4427
H15 0.42 -2.44 -4.83  0.5303
H16 -0.20 -1.18 -2.65  0.6688
C20 2.01 -1.10 -0.10  -0.1585
O10 1.95 -2.20 -0.66  -0.6481
N4 2.53 -0.98 1.16  0.2836
C21 2.30 0.13 2.06  -0.6977
C22 3.48 -1.99 1.65  -1.2585
H17 1.59 -0.25 -0.65  0.6185
H18 3.13 0.27 2.72  0.3800
H19 1.32 0.10 2.61  0.2784
H20 2.23 1.18 1.63  0.0927
H21 3.69 -2.82 1.06  0.3821
H22 2.96 -2.35 2.50  0.5138
H23 4.42 -1.45 2.00  0.2962
C23 1.82 3.71 -2.27  0.3534
O11 2.98 3.82 -2.05  -0.6223
N5 1.33 4.40 -3.39  0.1355
C24 -0.05 4.39 -3.62  -0.7726
C25 2.21 5.26 -4.20  -1.0929
H24 1.17 3.13 -1.66  0.1297
H25 -0.43 5.55 -3.38  0.2469
H26 -0.59 3.64 -2.94  0.1338
H27 -0.54 4.43 -4.56  0.3906
H28 1.81 6.25 -4.42  0.2997
H29 2.22 4.62 -4.94  0.4771
H30 3.21 5.45 -3.79  0.2976
C26 -3.99 -2.18 0.72  -0.2268
O12 -4.96 -2.17 1.60  -0.7451
N6 -3.92 -3.06 -0.23  0.1776
C27 -2.91 -3.01 -1.31  -0.8461
C28 -4.86 -4.22 -0.36  -1.0516
H31 -3.24 -1.40 0.67  0.7371
H32 -2.76 -1.99 -1.68  0.1961
H33 -3.22 -3.54 -2.16  0.4240
H34 -1.98 -3.36 -0.89  0.2545
H35 -4.30 -4.99 -0.07  0.5051
H36 -5.15 -4.56 -1.48  0.2436
H37 -5.83 -4.32 0.05  0.3680

Output
HOMO energy: -5.67 eV
total charge: -1
frontier orbital gap: 6.19 eV
E_tot: -2319.90533 Eh

=====

These records have energy relative to the best compared isomer or geometry (same formula, charge and spin) values of 231.27; 27.52; 86.98; 19.32; 3.30; 0.00 kcal per mole, in the order they appear.